Entry P
Here is a 2-piece molecular cluster, C6H16NO overall from the Open Molecules 2025 dataset. Energies are from ωB97M-V/def2-TZVPD.

Its total charge is +1. The HOMO-LUMO gap comes out at 9.617 eV. Its HOMO energy is -12.9516 eV. The LUMO energy is -3.34 eV.

Last column: Mulliken charge in e.
Geometry (Å):
C: 0.6680 -1.3562 0.3348  -0.701
C: 0.5382 -0.5858 -1.0070  -0.328
C: -0.8307 -0.1195 -1.6013  -0.604
C: -1.1980 1.3734 -1.0951  -0.651
C: -0.0574 2.1203 -0.4792  -0.102
C: 0.6603 3.0055 -1.1237  -0.674
N: -0.6581 -1.5952 1.0597  -0.207
H: 1.1783 -2.3171 0.2360  0.479
H: 1.2953 -0.7637 1.0366  0.326
H: 0.9834 -1.2816 -1.8218  0.372
H: 1.1592 0.3686 -0.8051  0.260
H: -1.7523 -0.8585 -1.3754  0.248
H: -0.6941 -0.1206 -2.7228  0.330
H: -1.6325 2.0101 -1.9501  0.346
H: -2.0952 1.2958 -0.3766  0.255
H: 0.1267 2.0437 0.6866  0.199
H: 1.4384 3.5450 -0.7203  0.348
H: 0.5970 3.0760 -2.2673  0.204
H: -0.5500 -2.0817 1.9502  0.362
H: -1.2459 -2.2413 0.6426  0.323
H: -1.0384 -0.7505 1.2716  0.248
H: 1.6377 -2.1135 3.4399  0.294
H: 0.6027 -0.9682 3.6065  0.290
O: 0.8674 -1.6853 3.0813  -0.613



Entry Q
Here is a 2-piece molecular cluster, C6H16NO overall from the Open Molecules 2025 dataset. Energies are from ωB97M-V/def2-TZVPD.

Its total charge is +1. The HOMO-LUMO gap comes out at 9.414 eV. Its HOMO energy is -12.6827 eV. The LUMO energy is -3.27 eV.

Last column: Mulliken charge in e.
Geometry (Å):
C: -0.4977 -1.5339 0.3259  -0.688
C: -1.1066 -0.4824 -0.6566  -0.325
C: -0.2318 0.4807 -1.3073  -0.979
C: 0.3601 1.4962 -0.3725  -0.442
C: -0.5385 2.7211 -0.2329  -0.045
C: -1.8237 2.8225 -0.1888  -0.820
N: 0.8553 -2.0967 -0.1270  -0.216
H: -0.3863 -1.0269 1.3795  0.272
H: -1.0941 -2.5172 0.4357  0.354
H: -1.7736 0.1285 -0.0331  0.153
H: -1.6140 -0.9713 -1.4586  0.349
H: -0.9775 0.8777 -2.1311  0.327
H: 0.5771 -0.0193 -1.7955  0.665
H: 0.6731 1.0761 0.6443  0.197
H: 1.2710 1.9473 -0.7553  0.363
H: 0.0662 3.6359 -0.0387  0.265
H: -2.2690 3.7242 0.1766  0.274
H: -2.5854 2.0428 -0.3023  0.224
H: 1.6273 -2.0719 0.6856  0.341
H: 1.1653 -1.5326 -0.9972  0.341
H: 0.7422 -3.0172 -0.4508  0.402
H: 3.0990 -2.3018 2.1107  0.301
H: 2.0507 -1.6648 2.9886  0.341
O: 2.4110 -1.7169 2.1012  -0.654



Entry R
Here is a 2-piece molecular cluster, C6H16NO overall from the Open Molecules 2025 dataset. Energies are from ωB97M-V/def2-TZVPD.

Its total charge is +1. The HOMO-LUMO gap comes out at 10.143 eV. Its HOMO energy is -13.1980 eV. The LUMO energy is -3.05 eV.

Last column: Mulliken charge in e.
Geometry (Å):
C: -0.9016 -1.3466 -2.1760  -1.790
C: -0.3222 -0.5459 -1.0416  0.614
C: 0.7819 -1.0981 -0.2079  -1.278
C: 1.1540 -0.3761 1.0360  -0.525
C: -0.8281 -1.3730 2.2089  -0.726
C: 0.0588 -0.3983 2.0549  -0.063
N: 0.1747 0.8462 -1.4624  -0.164
H: -1.2317 -2.2270 -1.7825  0.455
H: -1.6928 -0.9869 -2.6413  0.518
H: -0.0598 -1.4469 -2.9195  0.351
H: -1.2613 -0.2698 -0.3486  0.269
H: 0.5829 -2.1284 0.0304  0.494
H: 1.7260 -1.4334 -0.8806  0.311
H: 1.4579 0.5978 0.8137  0.436
H: 2.1145 -0.9724 1.4088  0.276
H: -0.9256 -2.2012 1.5257  0.184
H: -1.6063 -1.5436 2.9491  0.292
H: 0.2217 0.4135 2.7228  0.346
H: 1.0687 0.7452 -1.9820  0.417
H: 0.3693 1.3874 -0.5804  0.204
H: -0.5148 1.4171 -2.0061  0.403
H: -0.0300 3.2809 1.1489  0.314
H: -0.1411 4.2060 -0.0618  0.307
O: -0.1197 3.2583 0.1992  -0.646



Least stable of them? entry P.



Entry P
Here is a 3-piece molecular cluster, C6H14O3 overall from the Open Molecules 2025 dataset. Energies are from ωB97M-V/def2-TZVPD.

The HOMO-LUMO gap comes out at 8.362 eV. Its HOMO energy is -7.7145 eV. Its structure (SMILES) is C/C=C/C=C(/C)O.O.O. The LUMO energy is 0.65 eV.

Last column: Mulliken charge in e.
Geometry (Å):
C: -0.4451 0.6071 -3.1277  -1.153
C: -0.5118 1.0521 -1.6746  -0.380
C: -0.2077 0.2475 -0.6627  0.106
C: -0.2233 0.7562 0.7422  -0.734
C: 0.1387 -0.0784 1.7303  0.554
O: 0.5348 -1.3600 1.4282  -0.476
C: 0.2552 0.3541 3.1697  -1.243
H: 0.0540 -0.3532 -3.2109  0.292
H: -1.5034 0.5711 -3.3965  0.289
H: 0.2486 1.2272 -3.6810  0.333
H: -1.0441 1.9750 -1.4872  0.361
H: 0.2786 -0.7035 -0.7995  0.436
H: -0.2117 1.8233 0.9444  0.343
H: 1.3080 -1.4908 1.9759  0.298
H: 0.7796 -0.4745 3.6479  0.389
H: -0.7190 0.4641 3.6415  0.258
H: 0.8714 1.2204 3.4002  0.331
H: 2.3720 -0.3518 -0.3791  0.339
H: 3.3202 -1.2626 -1.3198  0.307
O: 2.9540 -0.4017 -1.1302  -0.650
H: -3.2228 -0.5583 -1.0174  0.288
H: -3.0891 -0.4969 0.5206  0.290
O: -2.6167 -0.7034 -0.2838  -0.578



Entry Q
Here is one molecule with the formula C6H14O3 from the Open Molecules 2025 dataset. Energies are from ωB97M-V/def2-TZVPD.

The HOMO-LUMO gap comes out at 11.369 eV. Its HOMO energy is -10.6678 eV. Its structure (SMILES) is CC(C)(C)CC(O)(O)O. The LUMO energy is 0.70 eV.

Last column: Mulliken charge in e.
Geometry (Å):
C: -1.6131 -0.7918 -0.0132  0.642
C: 0.8198 0.2751 -0.0119  2.106
C: -0.1037 -0.9646 -0.1806  -1.000
C: 0.6929 1.2215 -1.2211  -1.702
C: 0.5346 1.0485 1.2836  -1.754
C: 2.2804 -0.2252 0.0345  -1.843
O: -2.3029 -1.7676 -0.7431  -0.598
O: -2.0175 -0.9610 1.3144  -0.549
O: -2.1337 0.4284 -0.4324  -0.532
H: -2.7515 -1.2203 -1.4139  0.342
H: -2.5482 -1.7752 1.2477  0.345
H: -2.5370 0.7588 0.3905  0.328
H: 0.0910 -1.3944 -1.1732  0.377
H: 0.2176 -1.7404 0.5300  0.327
H: -0.2713 1.7355 -1.2489  0.324
H: 1.4661 1.9978 -1.1974  0.444
H: 0.8068 0.6734 -2.1635  0.377
H: 0.5905 0.3909 2.1576  0.356
H: 1.2653 1.8536 1.4270  0.486
H: -0.4545 1.5158 1.2743  0.304
H: 2.5504 -0.7444 -0.8921  0.390
H: 2.9822 0.6068 0.1651  0.413
H: 2.4358 -0.9212 0.8665  0.418



Least stable of them? entry P.



Entry P
Here is a 2-piece molecular cluster, C3H7ClS overall from the Open Molecules 2025 dataset. Energies are from ωB97M-V/def2-TZVPD.

The HOMO-LUMO gap comes out at 8.817 eV. Its HOMO energy is -8.3784 eV. The LUMO energy is 0.44 eV.

Last column: Mulliken charge in e.
Geometry (Å):
C: -0.0284 -0.2123 1.2449  -1.377
C: 1.1040 -0.3622 -1.3458  -0.980
C: -0.7345 -0.0244 -0.0652  0.367
S: -1.1863 1.6279 -0.5706  -0.183
Cl: -1.8184 -1.3161 -0.4158  -0.164
H: -0.6471 0.0164 2.0905  0.402
H: 0.9279 0.2979 1.1861  0.321
H: 0.1882 -1.2452 1.2872  0.427
H: 0.5860 -0.3186 -2.2307  0.425
H: 1.4715 -1.2717 -0.6602  0.283
H: 1.5573 0.5471 -1.1691  0.349
H: -1.4202 2.2612 0.6486  0.130



Entry Q
Here is a 2-piece molecular cluster, C3H7ClS overall from the Open Molecules 2025 dataset. Energies are from ωB97M-V/def2-TZVPD.

The HOMO-LUMO gap comes out at 9.118 eV. Its HOMO energy is -8.4442 eV. Its structure (SMILES) is C=C(C)S.Cl. The LUMO energy is 0.67 eV.

Last column: Mulliken charge in e.
Geometry (Å):
C: 0.1300 -0.1465 -1.5712  -1.182
C: -1.6153 -0.0763 0.2519  -0.927
C: -0.4680 0.3152 -0.2997  0.843
S: 0.3572 1.6885 0.4110  -0.157
Cl: 2.6212 -1.3280 1.5106  -0.249
H: 0.1215 0.5869 -2.2932  0.345
H: -0.3650 -1.0517 -1.9002  0.325
H: 1.1722 -0.4306 -1.3757  0.269
H: -1.8810 0.5286 1.1916  0.074
H: 2.6217 -0.9886 2.8009  0.251
H: -2.2772 -0.7722 -0.1137  0.346
H: -0.4173 1.6747 1.3877  0.063



Least stable of them? entry P.



Entry P
Here is an isolated ion of composition C4H6N3 and charge +1 from the Open Molecules 2025 dataset. Energies are from ωB97M-V/def2-TZVPD.

Its total charge is +1. Its spin multiplicity is 3. The HOMO-LUMO gap (spin up / spin down) comes out at 7.661 / 6.383 eV. Its HOMO energy (spin up / spin down) is -11.7146 / -16.2859 eV. The expectation value of S² is 2.03. The LUMO energy (spin up / spin down) is -4.05 / -9.90 eV.

Last column: Mulliken spin population.
Geometry (Å):
C: 4.1237 0.0858 -0.0362  0.029
C: 1.9036 0.1270 0.5345  0.533
C: -0.0256 -1.2878 0.0715  0.068
C: 0.0527 1.2247 -0.0137  0.050
N: 5.1010 -0.0520 -0.6269  0.560
N: 3.0638 0.2282 0.7336  0.502
N: 0.6914 -0.0407 0.3203  0.197
H: 0.5344 -2.0540 0.5537  -0.005
H: -1.1276 -0.9904 0.3905  0.012
H: -0.1328 -1.6222 -0.9251  0.018
H: -0.6578 1.2075 -0.9081  0.016
H: -0.6214 1.6958 0.7118  0.022
H: 0.7425 2.1164 -0.1094  -0.001



Entry Q
Here is C4H6N3 as an isolated structure from the Open Molecules 2025 dataset. Energies are from ωB97M-V/def2-TZVPD.

Its total charge is +1. Its spin multiplicity is 3. The HOMO-LUMO gap (spin up / spin down) comes out at 6.803 / 6.599 eV. Its HOMO energy (spin up / spin down) is -11.5163 / -14.6488 eV. The expectation value of S² is 2.05. The LUMO energy (spin up / spin down) is -4.71 / -8.05 eV.

Last column: Mulliken spin population.
Geometry (Å):
C: -1.7102 1.5630 -0.0247  0.299
C: 2.7595 0.0515 -0.0682  0.337
C: -1.1543 -1.7005 0.2220  -0.061
C: 0.4181 0.4149 0.1337  0.307
N: -0.6114 1.1527 0.3385  0.115
N: 1.6783 0.5395 0.3365  0.041
N: -0.0008 -1.3685 -0.0511  0.705
H: -2.1198 1.1135 -1.0564  0.038
H: -2.2461 2.2597 0.5683  0.037
H: 3.6528 -0.1880 0.6044  0.015
H: 2.8304 -0.0783 -1.1470  0.024
H: -2.0203 -1.1067 0.4603  0.059
H: -1.4760 -2.6527 -0.3164  0.084



Least stable of them? entry P.



Entry P
Here is a 2-piece molecular cluster, C9H12N3O2 overall from the Open Molecules 2025 dataset. Energies are from ωB97M-V/def2-TZVPD.

Its total charge is +1. The HOMO-LUMO gap comes out at 8.127 eV. Its HOMO energy is -12.6700 eV. The LUMO energy is -4.54 eV.

Last column: Mulliken charge in e.
Geometry (Å):
C: -2.7541 -0.3309 -2.4228  -0.458
C: -1.4480 0.0735 -2.0475  -0.278
C: -3.7257 -0.1583 -1.4615  -0.344
C: -2.2356 0.6474 0.1062  -0.313
C: -1.1288 0.6560 -0.8056  0.530
C: 0.7948 -0.8333 0.1998  -0.061
C: 0.2415 2.0839 0.5625  -1.250
C: 2.2686 -2.6328 0.9536  -0.823
C: 0.1727 1.1326 -0.5109  0.003
N: -3.4023 0.3329 -0.2984  -0.580
N: 1.9325 -1.2769 0.4330  -0.069
N: -0.3875 -1.7380 0.3120  1.113
O: -0.4810 -2.4427 -0.6631  -0.523
O: -1.1522 -1.5043 1.1872  -0.581
H: -2.8649 -0.9674 -3.3539  0.341
H: -0.6287 -0.0714 -2.8004  0.316
H: -4.7562 -0.1335 -1.6406  0.485
H: -2.0880 0.9064 1.1276  0.428
H: -0.2110 3.0515 0.1111  0.361
H: 1.3093 2.4151 0.8436  0.361
H: -0.3524 1.8537 1.4490  0.318
H: 2.6159 -3.2386 0.0637  0.302
H: 1.3364 -2.9620 1.3194  0.359
H: 3.0083 -2.4575 1.6859  0.368
H: 0.9086 1.2543 -1.2457  0.662
H: 2.7649 -0.6801 0.3509  0.330



Entry Q
Here is an isolated ion of composition C9H12N3O2 and charge +1 from the Open Molecules 2025 dataset. Energies are from ωB97M-V/def2-TZVPD.

Its total charge is +1. The HOMO-LUMO gap (spin up / spin down) comes out at 6.723 / 6.722 eV. Its HOMO energy (spin up / spin down) is -11.2011 / -11.1993 eV. The LUMO energy (spin up / spin down) is -4.48 / -4.48 eV.

Last column: Mulliken charge in e.
Geometry (Å):
C: -2.1866 -0.5561 0.2418  -0.609
C: -3.2622 -0.7698 -0.3138  0.623
C: -0.6912 1.1616 0.6786  -0.013
C: -0.8624 -0.1805 0.6027  0.576
C: 0.6685 1.6326 0.8891  -0.729
C: 1.7971 0.1349 -0.5622  -0.401
C: 0.2073 -1.2500 0.7694  -1.312
C: 1.4486 -1.1898 -0.1116  0.332
C: -4.5669 -1.1917 -0.7301  -1.328
N: 2.8214 0.2749 -1.3945  -0.164
N: 2.7586 -1.5866 0.5751  0.933
N: 0.9033 3.0839 0.4792  -0.219
O: 3.5946 -2.0296 -0.1401  -0.599
O: 2.7826 -1.4271 1.7577  -0.575
H: -1.5643 1.8881 0.6314  0.358
H: 0.7066 -1.1366 1.7270  0.578
H: -0.1577 -2.2595 0.7968  0.572
H: 1.3035 -1.8129 -0.9739  0.366
H: -4.8709 -0.6341 -1.5919  0.333
H: -4.5140 -2.2996 -0.8544  0.299
H: -5.3318 -0.9894 0.0127  0.315
H: 3.5814 -0.3215 -1.6496  0.234
H: 2.7994 1.2081 -1.7810  0.279
H: 0.3991 3.6407 1.2140  0.409
H: 0.3721 3.3696 -0.3995  0.387
H: 1.8640 3.2404 0.1271  0.355



Least stable of them? entry Q.



Entry P
Here is a 3-piece molecular cluster, C4H14NO overall from the Open Molecules 2025 dataset. Energies are from ωB97M-V/def2-TZVPD.

Its total charge is +1. The HOMO-LUMO gap comes out at 5.051 eV. Its HOMO energy is -14.9690 eV. The LUMO energy is -9.92 eV.

Last column: Mulliken charge in e.
Geometry (Å):
C: 0.7464 2.7014 -0.1731  -0.496
C: 1.9541 1.9709 0.3841  -0.765
N: 0.2804 -1.8867 0.4871  -0.164
C: -0.3215 -2.1728 -0.7907  -0.215
C: -1.8476 -1.8892 -0.6995  -0.886
H: 0.8008 3.7220 0.2190  0.317
H: -0.1452 2.2269 0.3235  0.091
H: 0.5894 2.7350 -1.2512  0.312
H: 2.9080 2.3948 0.0568  0.344
H: 1.8957 2.1382 1.4620  0.272
H: 1.9322 0.8846 0.2589  0.190
H: 0.1744 -2.6757 1.1282  0.354
H: -0.1717 -3.2289 -1.0591  0.359
H: 0.1655 -1.5770 -1.5630  0.261
H: -1.9142 -0.8253 -0.4320  0.278
H: -2.3735 -2.1111 -1.6322  0.326
H: -2.3251 -2.4608 0.1017  0.347
H: -0.0735 -0.9893 0.9145  0.318
H: -1.5545 0.6192 1.3768  0.312
O: -0.7200 0.4234 0.8881  -0.557



Entry Q
Here is a 2-piece molecular cluster, C4H14NO overall from the Open Molecules 2025 dataset. Energies are from ωB97M-V/def2-TZVPD.

Its total charge is +1. The HOMO-LUMO gap comes out at 11.867 eV. Its HOMO energy is -15.1024 eV. The LUMO energy is -3.24 eV.

Last column: Mulliken charge in e.
Geometry (Å):
C: -0.9821 -0.1049 -1.1073  -0.528
C: -1.1769 0.4448 0.3500  -0.942
C: -0.6328 1.8582 0.5311  -0.130
C: 0.8945 1.8609 0.5687  -1.202
N: 0.5099 -0.6902 -1.1418  -0.332
H: -1.1037 0.5815 -1.8946  0.449
H: -1.7494 -0.8883 -1.4054  0.330
H: -0.6391 -0.1747 0.9765  0.333
H: -2.1026 0.4983 0.6035  0.505
H: -1.0419 2.4228 1.4618  0.349
H: -0.9724 2.4397 -0.4109  0.227
H: 1.3390 1.8206 -0.5200  0.292
H: 1.2469 2.7096 1.1925  0.325
H: 1.4129 1.0343 1.1240  0.331
H: 1.1804 -0.0075 -0.7351  0.236
H: 0.5466 -1.5573 -0.3385  0.372
H: 0.6746 -1.0603 -2.0988  0.372
H: 0.8511 -2.6985 1.7360  0.339
H: 0.8038 -3.5100 0.2971  0.344
O: 0.9209 -2.6416 0.7437  -0.667



Least stable of them? entry P.



Entry P
Here is a 2-piece molecular cluster, C4H14NO overall from the Open Molecules 2025 dataset. Energies are from ωB97M-V/def2-TZVPD.

Its total charge is +1. The HOMO-LUMO gap comes out at 13.336 eV. Its HOMO energy is -16.2573 eV. The LUMO energy is -2.92 eV.

Last column: Mulliken charge in e.
Geometry (Å):
C: -0.7154 1.1148 -0.9541  -1.546
C: 0.4172 0.9720 0.0868  0.486
N: 0.2900 -0.3399 0.8315  -0.043
C: -0.7580 -0.2867 1.8709  -0.888
C: 1.7961 1.1492 -0.5042  -1.378
H: -0.3334 0.8477 -1.9438  0.367
H: -0.9604 2.1645 -1.0477  0.379
H: -1.6279 0.5695 -0.7263  0.476
H: 0.2044 1.7616 0.7988  0.316
H: 0.0210 -1.0613 0.1312  0.320
H: 1.1973 -0.5891 1.2171  0.386
H: -1.4719 0.4926 1.6155  0.342
H: -1.2747 -1.2313 1.9630  0.343
H: -0.3476 0.0281 2.8199  0.372
H: 1.8742 0.7494 -1.5085  0.337
H: 2.5699 0.6971 0.1219  0.409
H: 2.0499 2.1967 -0.5537  0.354
H: -0.6934 -2.9835 -1.3843  0.306
H: -0.8548 -1.5779 -1.9053  0.318
O: -0.8733 -2.0839 -1.0781  -0.657



Entry Q
Here is a 2-piece molecular cluster, C4H14NO overall from the Open Molecules 2025 dataset. Energies are from ωB97M-V/def2-TZVPD.

Its total charge is +1. The HOMO-LUMO gap comes out at 12.794 eV. Its HOMO energy is -15.8578 eV. The LUMO energy is -3.06 eV.

Last column: Mulliken charge in e.
Geometry (Å):
C: -1.5560 -0.3798 1.3917  -1.236
C: -0.6642 0.4743 0.4337  0.164
C: -0.5064 0.1152 -1.0085  -0.476
C: -0.0580 1.2748 -1.9703  -1.191
N: 0.7303 0.5077 1.0079  -0.227
H: -2.4222 -0.7830 0.9523  0.372
H: -0.9277 -1.1865 1.8511  0.328
H: -1.9678 0.2215 2.2992  0.345
H: -0.9949 1.5208 0.4361  0.406
H: -1.4456 -0.3567 -1.1930  0.384
H: 0.2576 -0.7258 -1.1847  0.111
H: 0.1126 0.6981 -2.8407  0.379
H: 0.7941 1.8130 -1.6106  0.346
H: -0.7985 1.9856 -2.2182  0.367
H: 1.0663 -0.4511 0.7503  0.267
H: 0.6776 0.8465 1.9624  0.363
H: 1.3671 1.1249 0.4953  0.342
H: 2.2031 -2.6810 0.7573  0.292
H: 2.2067 -2.1119 -0.6026  0.281
O: 1.9259 -1.9063 0.2912  -0.617



Least stable of them? entry Q.